Here is C38H45BBrN7O5Tb as an isolated structure in a non-equilibrium geometry from OMol25. Energies are from ωB97M-V/def2-TZVPD.

Properties
2S+1: 7
Kohn-Sham gap (spin up / spin down): 7.1 / 7.1 eV
net charge: -1
highest occupied orbital energy (spin up / spin down): -4.6402 / -4.6444 eV
calculated total energy: -5658.11708 hartree
maximum force: 3.10 eV/Å

XYZ file:
```
98
Properties=species:S:1:pos:R:3:forces:R:3
Tb -0.243916 0.238958 0.113846 0.3 -0.4 0.1
C -2.616369 -2.192420 4.416629 1.8 -2.1 -0.1
C -1.549779 -1.868021 3.337392 0.5 0.4 0.6
C -0.116214 -2.448664 3.506535 -1.1 -0.1 1.1
C -2.067439 -2.232641 1.996240 -1.5 -2.2 1.6
C -2.992918 -3.291092 1.746025 0.0 -0.3 0.2
C -3.124264 -3.327068 0.380616 0.6 1.2 0.6
N -2.386758 -2.309219 -0.107167 0.3 -0.8 -1.5
N -1.710420 -1.701850 0.879907 0.6 1.7 -1.8
B -2.228058 -2.098577 -1.650822 0.2 -0.5 0.2
N -0.771833 -2.079503 -2.178881 0.5 -1.6 -0.9
C -0.256767 -3.126481 -2.899601 -0.1 0.9 0.8
C 1.031134 -2.774249 -3.269437 -1.0 -2.2 -1.8
C 1.203707 -1.502985 -2.817571 -0.5 1.1 0.4
N 0.124156 -1.075132 -2.176724 -0.4 0.5 1.0
C 2.367690 -0.661620 -3.081445 1.3 0.5 0.4
C 2.874383 -0.907711 -4.513613 -1.0 0.2 1.1
C 2.125015 0.825552 -2.953640 0.4 0.9 0.1
N -2.895959 -0.840325 -2.156550 -0.5 0.8 -0.4
C -3.592392 -0.798558 -3.293579 0.1 2.4 -0.4
C -3.668799 0.545778 -3.708561 -0.4 -1.1 0.7
C -3.010514 1.268226 -2.710361 0.3 -0.5 0.6
N -2.526902 0.409450 -1.782015 0.4 0.6 0.0
C -2.762092 2.769581 -2.757152 0.2 -0.5 -0.1
C -2.871940 3.553127 -1.463362 1.7 0.4 0.3
C -1.378731 2.977366 -3.418236 -0.9 -0.5 0.0
H -2.318121 -1.920684 5.428739 0.1 0.3 -0.1
H -2.746116 -3.324712 4.462318 -0.1 1.3 -0.1
H -3.532008 -1.730184 4.154532 -1.0 0.4 -0.1
H -1.368545 -0.820365 3.283975 -0.2 1.0 0.4
H -0.284602 -3.512401 3.306965 1.0 -0.1 0.1
H 0.327006 -2.265312 4.522704 -0.7 -0.3 -0.8
H 0.539040 -1.942366 2.807189 0.1 -0.4 -0.4
H -3.472163 -3.955763 2.455414 0.2 0.2 -0.1
H -3.617303 -3.945221 -0.318609 -0.6 -0.6 -0.3
H -2.726670 -3.072274 -2.216261 0.0 0.5 0.4
H -0.878891 -3.976906 -3.132495 0.2 0.0 0.1
H 1.590839 -3.284522 -4.061910 0.0 0.1 0.9
H 3.189492 -0.947521 -2.361776 -0.7 0.1 -0.8
H 2.157419 -0.511260 -5.228179 -0.2 -0.1 -0.1
H 2.998042 -1.966068 -4.656139 0.6 -0.2 -0.4
H 3.742959 -0.304110 -4.554450 1.3 0.1 -0.6
H 1.400265 1.167967 -3.685169 -0.3 0.0 -0.1
H 3.052896 1.372140 -3.165661 0.0 -0.2 -0.2
H 1.830619 1.245750 -1.996777 -0.3 -0.5 0.4
H -4.006743 -1.650488 -3.740172 -0.3 -1.1 -0.4
H -4.240007 0.973959 -4.511135 0.0 -0.1 -0.2
H -3.579473 3.181211 -3.354251 0.2 -0.1 -0.5
H -1.972508 3.400318 -0.793147 -1.3 0.1 -0.7
H -3.813120 3.368425 -0.992811 -0.7 -0.3 0.7
H -2.894232 4.618479 -1.734316 0.2 -0.2 0.1
H -0.691451 2.309239 -2.919660 0.3 0.0 0.1
H -1.027981 3.983138 -3.280563 0.2 0.6 -0.1
H -1.428913 2.708788 -4.472712 0.1 0.1 -0.1
Br 3.644933 -1.253076 3.055514 0.2 -0.1 0.3
C 2.853341 1.170104 1.674149 0.9 -0.4 1.8
C 2.910452 1.773610 2.943119 1.6 -1.6 1.0
C 2.347104 2.972373 3.209774 -1.1 1.0 0.6
C 1.640783 3.603654 2.185529 0.3 -1.3 -1.1
C 1.513492 2.878602 0.991453 0.2 1.2 0.1
N 2.126621 1.704779 0.744689 -0.9 0.4 -1.0
C 0.578228 3.329559 -0.146987 0.0 -1.2 0.6
O 0.414049 4.479181 -0.490738 0.1 0.4 0.1
O -0.040102 2.286382 -0.611858 0.0 0.8 -0.5
H 3.421415 1.255012 3.780605 -0.4 0.3 -0.9
H 2.325751 3.340051 4.257901 0.2 -0.1 -1.0
H 1.160882 4.546126 2.285126 -0.4 0.6 0.1
C -2.438566 3.460252 2.165234 -0.2 1.5 -1.0
C -2.420333 1.969642 2.310398 -0.2 -0.4 -0.2
C -3.631530 1.536692 3.147632 -0.3 -0.7 0.7
O -2.428037 1.390763 0.985474 0.6 -0.8 0.9
C -1.077644 1.506254 3.006761 0.7 -0.2 0.0
O -0.944665 1.718740 4.209361 -0.3 0.0 -0.8
O -0.167551 0.936979 2.250230 -1.5 0.5 0.5
H -3.244342 3.814793 1.480761 0.3 -0.6 0.3
H -1.529297 3.850609 1.709741 0.2 -0.1 0.0
H -2.610673 4.015823 3.073763 0.1 -0.2 0.6
H -4.631811 1.851718 2.749247 1.0 -0.3 -0.1
H -3.547151 2.033999 4.133597 0.1 -0.4 -0.4
H -3.623184 0.426671 3.333765 -0.1 1.0 -0.3
H -3.033707 1.815834 0.380124 -0.2 0.3 -0.1
C 6.013081 -0.406553 0.474453 0.4 0.4 0.4
C 5.156064 0.314253 1.190283 -1.1 0.8 0.8
C 3.711659 -0.077933 1.398800 0.2 -0.2 0.0
C 3.228612 -0.978712 0.288799 -0.1 1.2 -0.7
C 1.769499 -1.407293 0.391430 0.2 1.1 -0.2
C 1.559459 -2.681536 0.078295 -0.5 -1.7 -0.3
C 2.604497 -3.641553 -0.316772 -1.1 -0.6 -0.3
C 3.858729 -3.270353 -0.576850 0.0 0.6 0.7
C 4.298347 -1.959557 -0.153046 -2.1 -0.1 0.2
C 5.570543 -1.608723 -0.104721 1.1 -0.9 -0.6
H 7.076059 -0.181455 0.431400 -0.2 0.3 0.0
H 5.421752 1.181827 1.765085 0.5 0.3 0.1
H 3.265482 -0.174700 -0.502435 -0.3 -0.5 0.0
H 0.540422 -3.122840 -0.020552 0.6 0.5 0.4
H 2.275754 -4.696338 -0.467131 0.4 0.9 0.0
H 4.615040 -3.938776 -0.899200 0.6 -0.7 -0.3
H 6.282793 -2.316065 -0.476318 0.5 -0.3 -0.2
```
Positions in Å, forces in eV/Å.